[1]
ORCA calculation (ωB97M-V/def2-TZVPD) on C13H24Br2NSi2W as an isolated structure.

XYZ file:
```
43
Properties=species:S:1:pos:R:3:lowdin_charge:R:1
W 0.588 0.508 1.381 0.95
Br 2.612 2.152 1.567 0.83
Br 2.708 -0.864 2.264 0.83
Si 0.857 -1.004 -1.846 0.50
Si -0.345 2.051 -0.341 0.74
N -0.881 -0.995 1.921 -0.09
C -2.092 -2.032 0.145 0.04
C -2.716 -2.370 2.454 0.03
C -0.890 1.595 2.388 -0.25
C -2.121 2.404 -0.530 -0.16
C -1.064 -1.247 0.600 -0.36
C 3.803 0.757 2.283 -0.76
C 0.774 2.956 -1.467 -0.19
C -1.679 -1.523 2.839 -0.04
C 0.931 -2.847 -1.772 -0.14
C -2.928 -2.613 1.111 0.04
C -0.303 -0.305 -3.113 -0.14
C 2.538 -0.187 -1.835 -0.16
C 0.039 -0.520 -0.114 -0.32
H 2.756 0.419 -0.952 -0.02
H -2.361 2.522 -1.590 0.07
H -0.781 2.678 2.473 0.04
H 1.526 -3.211 -0.932 0.05
H 2.654 0.460 -2.709 0.06
H 4.073 1.012 3.304 0.05
H -1.299 -0.746 -3.064 0.05
H 1.419 -3.202 -2.685 0.07
H 4.657 0.638 1.622 0.05
H 3.317 -0.948 -1.916 0.06
H 0.808 3.989 -1.087 0.08
H -2.325 3.372 -0.051 0.08
H -2.773 1.661 -0.072 0.05
H -3.344 -2.826 3.207 0.14
H 0.332 3.018 -2.465 0.07
H -1.937 1.318 2.297 0.05
H -2.242 -2.209 -0.911 0.13
H -1.486 -1.285 3.878 0.15
H 0.105 -0.543 -4.101 0.07
H -0.054 -3.313 -1.732 0.05
H -3.738 -3.262 0.803 0.15
H 1.792 2.579 -1.536 0.03
H -0.402 0.783 -3.081 0.02
H -0.529 1.179 3.365 0.07
```

Its net charge is +3. The multiplicity is 1. The HOMO energy (alpha / beta) is -18.822 / -18.821 eV. The value obtained for the energy above the lowest of the compared OMol25 structures with the same formula, charge and spin is 0.118 eV. For the molar mass, the calculation gives 594.16 g mol⁻¹.

---

[2]
ORCA calculation (ωB97M-V/def2-TZVPD) on an isolated ion of composition C13H24Cl3N4 and charge +1.

XYZ file:
```
44
Properties=species:S:1:pos:R:3:lowdin_charge:R:1
Cl -1.778 -2.169 2.592 0.86
Cl 0.231 -1.048 4.720 0.66
Cl -3.625 -0.166 -0.353 0.70
N 0.707 0.234 0.998 0.23
N 0.011 0.666 -1.177 -0.04
N -0.837 -1.117 1.709 -0.38
N -1.131 -0.823 0.352 0.02
C -2.096 -2.128 -1.599 -0.26
C 1.087 -0.448 3.287 -0.61
C -0.153 0.046 -0.022 -0.26
C 1.161 1.596 -1.276 -0.13
C 0.278 -0.460 2.017 -0.34
C 0.916 2.972 -0.656 -0.41
C 2.225 -2.570 2.404 -0.09
C 2.153 3.840 -0.895 -0.06
C 2.407 -1.200 3.057 -0.25
C -0.345 3.626 -1.220 -0.06
C -0.859 0.521 -2.342 -0.02
C -2.321 -1.394 -0.271 -0.65
C -2.867 -3.451 -1.653 -0.07
H 2.882 -1.303 4.034 0.11
H -0.649 1.350 -3.011 0.10
H 0.789 2.844 0.423 0.13
H 3.078 3.263 -0.814 0.08
H -2.419 -1.486 -2.416 0.09
H -0.654 -0.408 -2.874 0.09
H 1.362 1.702 -2.345 0.14
H 3.058 -3.229 2.648 0.08
H 1.317 -3.064 2.764 0.06
H -1.235 3.004 -1.083 0.07
H 2.209 4.653 -0.170 0.09
H -2.831 -3.980 -0.698 0.08
H -1.908 0.575 -2.058 0.05
H 3.049 -0.556 2.452 0.12
H 2.032 1.121 -0.825 0.12
H 2.179 -2.498 1.316 0.08
H -3.915 -3.295 -1.912 0.09
H -0.226 3.836 -2.287 0.09
H 1.274 0.611 3.468 0.12
H -2.690 -2.107 0.452 0.03
H -0.542 4.578 -0.722 0.09
H -1.024 -2.311 -1.715 0.12
H -2.433 -4.109 -2.405 0.08
H 2.133 4.285 -1.894 0.09
```

Its net charge is +1. The SMILES is CC[C@H](Cl)c1nc(N(C)CC(C)C)n([C@@H](Cl)CC)[n+]1Cl. The multiplicity is 1. The HOMO energy is -12.713 eV. The value obtained for the energy above the lowest of the compared OMol25 structures with the same formula, charge and spin is 0.000 eV. For the molar mass, the calculation gives 342.72 g mol⁻¹.

---

[3]
ORCA calculation (ωB97M-V/def2-TZVPD) on a 5-piece molecular cluster, C13H24Cl9NO5 overall in a non-equilibrium geometry.

XYZ file:
```
52
Properties=species:S:1:pos:R:3:lowdin_charge:R:1
Cl 1.985 2.786 -2.053 0.56
Cl -3.336 -0.774 -2.305 0.49
Cl -1.508 2.014 1.383 0.61
Cl -4.087 -2.775 -0.402 0.51
Cl 3.725 3.219 0.161 0.49
Cl -6.107 6.075 1.098 0.51
Cl -5.227 -0.143 -0.134 0.55
Cl 1.571 5.050 -0.232 0.55
Cl -3.852 6.027 3.771 0.47
O -0.379 1.124 1.330 -0.39
O -2.313 1.895 0.183 -0.39
O -2.341 1.582 2.488 -0.38
O 1.606 -3.597 1.072 -0.03
O -1.010 3.356 1.548 -0.37
N 1.437 -2.459 0.328 -0.04
C -0.764 -3.198 -0.596 -0.06
C 0.581 -1.419 -1.782 -0.13
C 1.939 -0.784 -2.029 -0.20
C -4.780 4.927 1.368 -0.67
C 0.668 -2.687 -0.909 -0.47
C -4.376 4.561 2.808 -0.58
C 3.957 -2.437 -0.298 -0.04
C 2.510 -0.458 -0.683 -0.16
C 1.349 -3.776 -1.811 -0.03
C -3.796 -1.024 -0.579 -1.51
C 2.048 3.374 -0.386 -1.53
C 3.194 -1.231 1.580 -0.05
C 2.707 -1.686 0.230 -0.49
H -0.639 -4.181 -0.139 0.08
H 0.257 -1.698 -2.787 0.12
H 3.493 0.010 -0.755 0.11
H 3.998 -0.501 1.482 0.09
H 3.597 -1.989 2.252 0.08
H 3.980 -3.448 0.113 0.08
H 0.631 -4.123 -2.556 0.08
H -3.585 3.815 2.805 0.05
H -0.120 -0.720 -1.323 0.12
H -3.037 -0.625 0.091 0.00
H -5.286 4.184 3.273 0.06
H 2.180 -3.403 -2.409 0.06
H 1.882 0.138 -2.609 0.06
H 1.443 2.769 0.286 -0.01
H 2.376 -0.755 2.127 0.09
H -1.267 -2.524 0.094 0.06
H -3.887 5.379 0.939 0.06
H 4.923 -1.996 -0.060 0.08
H -1.307 -3.387 -1.521 0.07
H 1.711 -4.613 -1.216 0.08
H -5.074 4.010 0.861 0.07
H 2.588 -1.415 -2.639 0.10
H 1.810 0.129 -0.081 0.11
H 3.929 -2.599 -1.378 0.06
```

Its net charge is -1. The multiplicity is 2. The HOMO energy (alpha / beta) is -6.741 / -6.934 eV. For the molar mass, the calculation gives 593.41 g mol⁻¹. The expectation value of S² is 0.75.

---

[4]
ORCA calculation (ωB97M-V/def2-TZVPD) on C13H24CoNO4PS2Se as an isolated structure.

XYZ file:
```
47
Properties=species:S:1:pos:R:3:lowdin_charge:R:1
Se 1.015 -0.716 4.175 0.51
Co 0.918 -1.305 1.793 -0.02
S -0.024 -3.286 1.048 0.49
S 2.860 -1.658 0.592 0.48
P -1.046 1.388 1.341 0.25
O -0.094 0.252 1.045 -0.40
O -1.180 1.926 2.706 -0.29
O -0.655 2.545 0.268 -0.18
O -2.504 1.003 0.792 -0.16
N 2.575 -2.823 5.647 -0.03
C -4.033 -0.431 -0.250 -0.04
C 0.701 3.020 0.087 -0.63
C -1.776 -0.204 -1.275 -0.04
C 1.472 3.057 1.404 -0.04
C 0.522 4.429 -0.452 -0.05
C 0.829 -4.940 -1.002 -0.18
C 1.409 2.135 -0.931 -0.04
C -2.881 0.525 -0.520 -0.63
C 3.352 -3.498 -1.395 -0.18
C 2.350 -3.069 -0.347 -0.81
C -3.356 1.738 -1.309 -0.04
C 1.984 -2.042 5.029 -0.87
C 1.190 -3.725 -0.164 -0.80
H -0.147 -5.323 -0.707 0.03
H -2.540 2.454 -1.414 0.07
H -4.802 0.070 0.343 0.08
H 2.428 2.498 -1.099 0.08
H 0.869 2.160 -1.883 0.08
H 0.909 3.601 2.164 0.09
H 1.553 -5.754 -0.879 0.06
H -0.001 5.046 0.281 0.08
H -3.672 -1.298 0.305 0.09
H 2.432 3.552 1.233 0.08
H -4.182 2.229 -0.788 0.08
H -2.204 -0.564 -2.216 0.08
H -0.069 4.404 -1.371 0.08
H 1.669 2.054 1.784 0.08
H 4.342 -3.629 -0.947 0.05
H 1.463 1.105 -0.578 0.06
H 0.780 -4.705 -2.071 0.06
H 3.081 -4.433 -1.887 0.04
H -4.475 -0.774 -1.190 0.08
H -0.940 0.456 -1.504 0.07
H -1.385 -1.054 -0.716 0.06
H 3.462 -2.730 -2.169 0.06
H -3.695 1.432 -2.303 0.08
H 1.493 4.883 -0.670 0.08
```

Its net charge is -2. The multiplicity is 4. The HOMO energy (alpha / beta) is -0.687 / -0.888 eV. The value obtained for the energy above the lowest of the compared OMol25 structures with the same formula, charge and spin is 0.003 eV. For the molar mass, the calculation gives 491.34 g mol⁻¹. The expectation value of S² is 3.76.